Entry 1:
This record from the OMol25 dataset describes a structure of composition C16H23Cl6N2S. The level of theory is the ωB97M-V functional and the def2-TZVPD basis.

Summary:
Net charge ... -1
HOMO-LUMO gap ... 4.98 eV
HOMO level ... -0.0915 Ha

```
48
Properties=species:S:1:pos:R:3:lowdin_charge:R:1
N 0.496 1.359 1.053 0.02
C 0.042 0.902 -0.257 -0.40
C -0.467 -0.514 -0.234 -0.25
C -1.553 -0.739 -1.308 -0.16
C -2.733 0.177 -1.075 -0.23
C -3.665 -0.159 -0.097 -0.05
C -4.745 0.683 0.154 -0.10
C -4.868 1.862 -0.568 -0.12
C -3.951 2.202 -1.554 -0.09
C -2.880 1.357 -1.807 -0.04
N 1.303 0.837 -1.164 0.02
C 0.955 1.723 -1.887 -0.88
S 0.702 2.884 -2.965 0.52
H 0.150 0.757 1.789 0.04
H 0.157 2.291 1.224 0.04
H 0.356 -1.229 -0.356 0.06
H -0.969 -0.665 0.724 0.03
H -1.145 -0.535 -2.297 0.11
H -1.923 -1.769 -1.289 0.09
H -3.521 -1.073 0.457 0.07
H -5.459 0.398 0.911 0.09
H -5.694 2.531 -0.364 0.09
H -4.025 3.121 -2.115 0.09
H -2.124 1.564 -2.548 0.08
Cl 1.792 -2.749 1.557 0.53
C 2.940 -1.647 0.747 -0.65
C 4.272 -1.597 1.448 -0.66
Cl 4.175 -0.818 3.049 0.52
H 2.471 -0.665 0.693 0.04
H 3.076 -2.017 -0.267 0.07
H 4.970 -1.011 0.852 0.06
H 4.684 -2.593 1.591 0.06
Cl -3.777 -4.619 0.106 0.53
C -2.025 -4.890 0.299 -0.66
C -1.539 -4.516 1.674 -0.66
Cl -1.613 -2.761 1.940 0.60
H -1.511 -4.316 -0.469 0.06
H -1.846 -5.950 0.121 0.07
H -0.496 -4.811 1.784 0.05
H -2.122 -5.006 2.451 0.06
Cl 5.524 2.588 0.167 0.51
C 4.070 3.314 -0.580 -0.66
C 3.864 4.741 -0.149 -0.66
Cl 3.419 4.881 1.574 0.52
H 3.214 2.690 -0.326 0.04
H 4.214 3.277 -1.657 0.07
H 3.047 5.171 -0.725 0.07
H 4.759 5.338 -0.308 0.06
```



Entry 2:
This record from the OMol25 dataset describes a structure of composition C16H23ClN2O3. The level of theory is the ωB97M-V functional and the def2-TZVPD basis.

Summary:
ΔE to the lowest compared entry with this formula, charge and spin ... 17.056 eV
HOMO-LUMO gap ... 8.17 eV
HOMO level ... -0.2929 Ha

```
45
Properties=species:S:1:pos:R:3:lowdin_charge:R:1
N -5.017 -1.887 -0.267 0.15
C -4.244 -0.966 0.368 -0.55
O -4.512 -0.630 1.497 0.07
C -3.220 -0.302 -0.424 -0.42
C -2.909 0.902 0.079 -0.27
C -1.777 1.613 -0.399 -0.31
N -0.665 0.686 -0.179 -0.12
C -0.878 -0.414 -1.155 -0.15
C -2.076 -1.126 -0.454 -0.16
H -1.725 -1.399 0.672 0.18
H -2.260 -1.906 -0.840 0.01
H -1.201 -0.165 -2.201 0.13
H 0.055 -1.250 -1.101 0.16
C 0.678 1.507 -0.772 -0.08
H 0.530 1.844 -1.948 0.19
C 1.125 2.480 0.257 -0.43
O 2.560 2.678 -0.158 -0.06
H 2.533 2.971 -1.073 0.08
C 1.270 2.246 1.565 -0.22
O 2.002 1.171 2.168 -0.09
C 1.579 -0.211 1.726 -0.26
C 2.363 -0.822 0.953 -0.16
C 3.580 -0.180 0.285 -0.02
C 4.307 -0.901 -0.529 -0.14
C 4.062 -2.078 -1.320 -0.04
C 3.056 -2.868 -0.528 -0.13
C 2.206 -2.408 0.410 -0.74
Cl 0.871 -2.882 1.077 0.86
H 2.645 -3.939 -0.685 0.12
H 4.708 -2.805 -1.731 0.07
H 5.233 -0.338 -1.185 0.16
H 3.772 0.695 0.400 -0.01
H 1.748 -0.703 2.794 0.21
H 0.552 -0.370 1.485 0.09
H 0.093 1.839 1.899 0.19
H 1.534 3.225 2.222 0.19
H 0.593 3.421 -0.136 0.17
H 1.415 0.656 -0.610 0.10
H -1.977 1.958 -1.494 0.14
H -1.597 2.774 0.133 0.18
H -2.642 0.845 1.450 0.23
H -3.926 1.829 0.394 0.22
H -3.684 -0.169 -1.409 0.18
H -4.868 -2.259 -1.269 0.15
H -5.892 -2.365 0.030 0.13
```



Entry 3:
This record from the OMol25 dataset describes a structure of composition C16H23CoO. The level of theory is the ωB97M-V functional and the def2-TZVPD basis.

Summary:
ΔE to the lowest compared entry with this formula, charge and spin ... 0.821 eV
⟨S²⟩ ... 6.0499
Net charge ... -2
HOMO-LUMO gap (spin up / spin down) ... 4.77 / 6.23 eV
HOMO level (spin up / spin down) ... 0.0448 / -0.0101 Ha
Spin multiplicity ... 5

```
41
Properties=species:S:1:pos:R:3:lowdin_charge:R:1
Co -0.022 -0.209 0.699 0.54
C 1.815 0.045 1.501 -0.25
C 2.403 -0.711 0.423 -0.18
C 2.390 0.084 -0.751 -0.16
H 2.873 -1.679 0.555 0.08
C 1.785 1.341 -0.451 -0.15
C 1.394 1.330 0.934 -0.26
H 1.127 2.198 1.542 0.09
H 1.855 -0.174 2.569 0.09
H 2.849 -0.176 -1.685 0.06
H 1.723 2.200 -1.114 0.08
C -1.997 0.060 0.899 -0.27
C -1.289 1.277 1.287 -0.27
C -1.211 2.102 0.110 -0.20
H -1.148 1.579 2.334 0.10
C -1.837 1.434 -0.959 -0.17
C -2.281 0.167 -0.502 -0.14
H -2.842 -0.569 -1.071 0.08
H -2.437 -0.633 1.619 0.09
H -0.807 3.122 0.089 0.08
H -2.061 1.859 -1.927 0.06
O 0.448 -2.409 -0.559 -0.31
C -0.305 -0.338 -4.861 -0.43
C 0.192 -1.468 -4.067 -0.19
C 0.486 0.853 -4.267 -0.18
C -1.819 -0.325 -4.523 -0.18
C 0.624 -2.612 -1.843 -0.18
H 1.360 -1.635 -3.992 0.03
H -0.397 -2.492 -4.073 0.03
H -0.058 -3.413 -2.383 0.06
H 1.733 -2.381 -2.227 0.06
H 0.900 1.797 -4.874 0.07
H 1.402 0.355 -3.792 0.04
H -0.110 1.214 -3.330 0.06
H -2.666 -0.466 -5.337 0.06
H -2.090 0.590 -3.901 0.04
H -1.857 -1.234 -3.798 0.06
C -0.285 -2.129 1.544 -0.24
H -1.129 -2.621 1.001 -0.02
H -0.490 -2.017 2.651 -0.04
H 0.563 -2.834 1.402 -0.02
```



Entry 4:
This record from the OMol25 dataset describes a cluster of 2 separate species, C16H23F3N2O4 in total. The level of theory is the ωB97M-V functional and the def2-TZVPD basis.

Summary:
SMILES ... CCO[C@](CNC)(OC(=O)CCC(F)=C(F)F)c1ccccn1.CO
HOMO-LUMO gap ... 8.82 eV
HOMO level ... -0.3258 Ha

```
48
Properties=species:S:1:pos:R:3:lowdin_charge:R:1
C 3.797 2.346 -0.544 -0.06
C 3.826 1.185 -1.546 -0.23
O 2.588 0.881 -2.172 -0.04
C 1.545 0.407 -1.384 -0.40
C 1.987 -0.378 -0.156 -0.16
N 2.820 -1.517 -0.496 -0.09
C 2.627 -2.699 0.339 -0.11
O 0.869 -0.538 -2.264 0.07
C -0.498 -0.497 -2.313 -0.46
O -1.068 -0.040 -3.263 0.16
C -1.270 -1.127 -1.176 -0.06
C -2.734 -0.650 -1.209 -0.10
C -3.280 -0.870 0.159 -0.21
F -3.550 -2.164 0.487 0.06
C -3.418 0.074 1.114 -0.29
F -2.786 0.061 2.289 0.12
F -4.209 1.129 1.032 0.15
C 0.602 1.587 -1.051 -0.21
C -0.016 1.679 0.191 -0.01
C -0.864 2.759 0.426 -0.05
C -1.027 3.670 -0.599 -0.06
C -0.340 3.509 -1.795 -0.11
N 0.467 2.480 -2.024 0.16
H 2.970 3.024 -0.743 0.07
H 4.711 2.926 -0.679 0.07
H 3.812 2.012 0.492 0.07
H 4.466 1.510 -2.365 0.12
H 4.324 0.305 -1.137 0.11
H 2.473 0.250 0.595 0.12
H 1.079 -0.747 0.333 0.10
H 2.767 -1.733 -1.479 0.11
H 2.111 -2.450 1.265 0.08
H 3.598 -3.102 0.634 0.07
H 2.106 -3.492 -0.203 0.08
H -0.831 -0.916 -0.205 0.10
H -1.254 -2.209 -1.325 0.14
H -3.311 -1.166 -1.971 0.13
H -2.747 0.430 -1.367 0.13
H 0.096 0.948 0.977 0.11
H -1.389 2.867 1.364 0.11
H -1.690 4.515 -0.474 0.10
H -0.463 4.248 -2.576 0.11
C -3.334 -3.381 4.023 -0.16
O -2.346 -2.661 4.754 -0.13
H -3.237 -4.437 4.261 0.08
H -4.337 -3.047 4.302 0.08
H -3.191 -3.248 2.948 0.06
H -2.452 -1.733 4.530 0.06
```



Entry 5:
This record from the OMol25 dataset describes a cluster of 2 separate species, C16H23N2O6 in total. The level of theory is the ωB97M-V functional and the def2-TZVPD basis.

Summary:
ΔE to the lowest compared entry with this formula, charge and spin ... 3.853 eV
Net charge ... -1
HOMO-LUMO gap ... 7.03 eV
HOMO level ... -0.1566 Ha

```
47
Properties=species:S:1:pos:R:3:lowdin_charge:R:1
C 0.139 0.489 3.385 -0.07
C -0.908 0.878 2.286 -0.24
C -1.798 2.020 2.521 -0.05
C -2.786 2.436 1.510 -0.03
C -2.933 1.719 0.215 -0.10
C -4.025 2.223 -0.775 -0.33
C -4.100 3.826 -0.656 -0.10
C -3.757 1.913 -2.299 -0.08
C -2.049 0.579 0.025 -0.16
O -2.134 -0.191 -1.141 -0.08
C -2.133 -1.595 -0.885 -0.17
O -0.818 -2.106 -1.198 -0.02
C -0.248 -1.340 -2.254 -0.50
O -0.570 -1.503 -3.400 0.12
N 0.745 -0.332 -1.976 0.16
C 2.035 -0.666 -2.644 -0.73
O 2.284 -1.858 -2.911 -0.06
O 2.890 0.264 -2.897 -0.12
C -1.042 0.156 1.031 0.04
H -0.352 0.651 4.381 0.07
H 0.401 -0.595 3.228 0.08
H 1.061 1.132 3.334 0.09
H -1.713 2.580 3.488 0.10
H -3.418 3.304 1.801 0.09
H -5.041 1.857 -0.467 0.13
H -3.034 4.191 -0.569 0.09
H -4.623 4.172 0.269 0.06
H -4.515 4.264 -1.603 0.07
H -4.248 2.635 -3.002 0.07
H -4.223 0.905 -2.514 0.08
H -2.662 1.822 -2.503 0.09
H -2.827 -2.052 -1.653 0.15
H -2.470 -1.879 0.141 0.15
H 0.887 -0.338 -0.958 0.10
H -0.380 -0.722 0.827 0.12
C 4.267 -2.764 1.987 -0.37
O 3.398 -2.125 2.554 -0.01
N 4.812 -2.452 0.791 -0.20
C 5.844 -3.264 0.182 -0.06
C 4.350 -1.264 0.091 -0.03
H 4.691 -3.683 2.427 0.12
H 6.740 -2.656 0.036 0.09
H 5.489 -3.626 -0.786 0.09
H 6.090 -4.118 0.815 0.08
H 4.521 -0.388 0.720 0.09
H 3.280 -1.355 -0.099 0.09
H 4.878 -1.145 -0.854 0.09
```